Version A
{"formula": "C2H6N2S", "method": "wB97M-V/def2-TZVPD", "elements": ["H", "H", "H", "N", "N", "C", "S", "H", "H", "H", "C"], "xyz": [[-2.4772, -0.9604, 1.1036], [1.8530, -0.8689, 1.0008], [0.2896, 1.6039, -0.0401], [-1.5613, 0.7639, -0.2101], [0.3560, -0.4853, -0.4281], [1.7929, -0.5868, -0.0923], [-2.5819, -0.6614, -0.2450], [-1.9099, 1.6588, 0.1502], [2.2201, 0.3321, -0.2981], [2.2151, -1.4326, -0.7067], [-0.1962, 0.6368, -0.2341]], "homo_lumo_gap_ev": 9.66, "homo_ev": -8.82, "smiles": "C/N=C/NS"}

Version B
{"formula": "C2H6N2S", "method": "wB97M-V/def2-TZVPD", "elements": ["H", "H", "N", "S", "N", "H", "H", "C", "C", "H", "H"], "xyz": [[-1.1844, 1.6752, -0.2118], [2.7339, -1.5457, -0.1673], [1.8665, 0.2998, 0.5076], [-1.7100, -0.4072, 0.0602], [-0.5466, 0.7731, -0.4252], [0.6870, 2.1587, 0.2240], [1.1866, -0.8086, -1.3441], [1.7731, -0.9782, -0.3062], [0.7414, 0.9834, 0.0118], [0.9805, -1.6227, 0.2573], [-1.3705, -0.8821, 1.4683]], "homo_lumo_gap_ev": 9.00, "homo_ev": -8.77, "smiles": "C/N=C\\NS"}

Version C
{"formula": "C2H6N2S", "method": "wB97M-V/def2-TZVPD", "elements": ["H", "H", "H", "N", "H", "H", "S", "N", "C", "C", "H"], "xyz": [[-0.8585, -1.4413, -0.8200], [0.0610, -1.2766, -2.3266], [1.4686, 1.9210, -1.2671], [1.2217, 0.9720, -1.6405], [0.2307, 1.5612, 0.6620], [0.0622, -0.3917, 2.3343], [-0.9037, -0.2339, 1.4733], [-0.0759, 0.6618, 0.3812], [0.1994, -1.1989, -1.2149], [0.5749, 0.2044, -0.8448], [0.8282, -2.0992, -0.9829]], "homo_lumo_gap_ev": 9.95, "homo_ev": -9.20, "smiles": "[H]/N=C(/C)NS"}

Version D
{"formula": "C2H6N2S", "method": "wB97M-V/def2-TZVPD", "elements": ["N", "H", "N", "C", "H", "H", "H", "C", "H", "S", "H"], "xyz": [[-1.2669, -1.3369, -0.6146], [1.3492, 1.1406, 1.9169], [0.2585, 0.3855, 0.0004], [-0.2102, -0.9134, -0.0649], [-2.5082, 0.3130, 0.0136], [0.5374, -1.5269, 0.4081], [-0.3163, 1.0917, -0.3055], [-2.2606, -0.2181, -0.9298], [-3.1393, -0.6699, -1.3711], [1.7407, 0.7902, 0.7076], [-1.8904, 0.4578, -1.7167]], "homo_lumo_gap_ev": 10.08, "homo_ev": -9.33, "smiles": "C/N=C\\NS"}

On energetic grounds, version C is preferred over the next structure by 0.0063 hartree.

Version A
{"formula": "C2H6N2S", "method": "wB97M-V/def2-TZVPD", "elements": ["H", "N", "H", "H", "H", "H", "H", "S", "C", "N", "C"], "xyz": [[1.7256, 0.5449, -2.2463], [1.2756, -0.3588, -2.2051], [-2.6985, 0.2967, 0.9872], [-1.4911, -1.4428, 1.0013], [-1.2740, -0.2621, -0.9502], [1.5928, 0.6653, -0.1058], [0.5642, -0.3429, -2.8931], [-0.2472, 0.3761, 1.4761], [-1.6017, -0.2824, 0.5166], [0.3760, -0.4494, -1.0099], [0.5975, 0.3125, -0.0009]], "homo_lumo_gap_ev": 9.48, "homo_ev": -8.65}

Version B
{"formula": "C2H6N2S", "method": "wB97M-V/def2-TZVPD", "elements": ["H", "H", "H", "C", "C", "N", "N", "H", "H", "H", "S"], "xyz": [[-1.4693, -0.4155, -0.6050], [0.4951, -0.8470, 3.1097], [0.9326, 2.3579, -0.9762], [0.4620, 1.3748, -1.2105], [-0.5107, -0.3555, -0.1290], [0.5666, 0.3220, -0.2161], [-0.4549, -1.2833, 0.8430], [-0.4643, 1.4084, -1.6761], [-1.4400, -1.8455, 0.8770], [1.1705, 1.0164, -1.9588], [0.7124, -1.7329, 1.9420]], "homo_lumo_gap_ev": 9.40, "homo_ev": -8.67, "smiles": "C/N=C/NS"}

Version C
{"formula": "C2H6N2S", "method": "wB97M-V/def2-TZVPD", "elements": ["N", "C", "C", "N", "H", "H", "H", "H", "H", "S", "H"], "xyz": [[-0.1379, -0.9865, 0.2888], [0.9921, 1.8657, -0.1670], [-0.7542, -0.3306, -0.6423], [-0.5181, -2.2037, 0.6030], [-1.5197, -2.3138, 0.7789], [0.7605, 1.6127, 0.9194], [1.9165, 1.3770, -0.4101], [-1.5314, -0.6903, -1.2300], [0.0444, -2.5988, 1.3489], [-0.3613, 1.3048, -1.2157], [1.1091, 2.9634, -0.2739]], "homo_lumo_gap_ev": 8.95, "homo_ev": -7.86, "smiles": "CS/C=N/N"}

On energetic grounds, version C is preferred over the next structure by 0.0216 hartree.

Version A
{"formula": "C2H6N2S", "method": "wB97M-V/def2-TZVPD", "elements": ["S", "N", "H", "C", "N", "H", "H", "H", "H", "C", "H"], "xyz": [[-0.2956, -1.4453, -1.2074], [0.5650, -0.0563, 0.7384], [1.3119, -1.9769, 0.4001], [-0.8329, 1.1100, -0.9457], [1.2226, -1.1183, 1.3750], [-0.3943, 1.3226, -1.9283], [0.5285, -1.7738, 2.3768], [-0.9270, 2.0477, -0.2908], [0.9365, 0.9375, 1.1684], [-0.2653, -0.0705, -0.3082], [-1.8494, 1.0233, -1.3784]], "homo_lumo_gap_ev": 8.66, "homo_ev": -8.39}

Version B
{"formula": "C2H6N2S", "method": "wB97M-V/def2-TZVPD", "elements": ["N", "H", "H", "N", "H", "C", "H", "H", "H", "S", "C"], "xyz": [[0.6164, -0.9743, -0.0163], [0.5697, -1.9597, 0.0128], [-1.6855, -1.8349, -0.0491], [-1.7384, -0.8181, -0.1375], [0.0263, 1.4691, 0.8348], [-0.4362, 1.2076, -0.1118], [2.3432, 0.3021, 0.9773], [-1.4626, 1.5786, -0.1566], [0.2070, 1.5992, -0.9300], [2.1297, -0.2543, -0.2192], [-0.5697, -0.3154, -0.2046]], "homo_lumo_gap_ev": 10.04, "homo_ev": -9.33, "smiles": "[H]/N=C(/C)NS"}

Version C
{"formula": "C2H6N2S", "method": "wB97M-V/def2-TZVPD", "elements": ["H", "N", "S", "N", "C", "H", "H", "H", "H", "H", "C"], "xyz": [[-1.3145, -0.6639, -0.7490], [-0.3885, 1.1162, 1.1402], [1.7326, -1.9384, -0.0525], [0.6298, 0.2019, 0.9809], [0.6621, -0.6744, -0.0694], [-0.4330, 0.6962, -1.4708], [-1.1521, 0.7602, 1.7320], [-0.7059, 1.5055, 0.2999], [1.4940, 0.3798, 1.4515], [-0.1799, -1.0335, -2.0530], [-0.3447, -0.3495, -1.2097]], "homo_lumo_gap_ev": 9.06, "homo_ev": -8.36, "smiles": "CC(=S)NN"}

Version D
{"formula": "C2H6N2S", "method": "wB97M-V/def2-TZVPD", "elements": ["S", "H", "H", "N", "C", "H", "H", "N", "C", "H", "H"], "xyz": [[-1.3220, -1.5984, -0.1855], [-1.5998, 1.1595, 0.9276], [-0.1695, 1.9821, 0.0023], [-0.2822, -0.1586, -0.1274], [-0.9814, 1.1456, -0.0309], [1.5968, 0.7424, -0.3992], [-1.6806, 1.1785, -0.8584], [1.7559, -1.3093, 0.0237], [1.0910, -0.2399, -0.2318], [2.6965, -0.9968, -0.1194], [-1.1048, -1.9050, 0.9988]], "homo_lumo_gap_ev": 9.67, "homo_ev": -8.92, "smiles": "[H]/N=C/N(C)S"}

On energetic grounds, version B is preferred over the next structure by 0.0203 hartree.

Version A
{"formula": "C23H29NO3", "method": "wB97M-V/def2-TZVPD", "elements": ["C", "C", "H", "H", "O", "C", "H", "C", "H", "H", "H", "C", "H", "H", "O", "H", "C", "C", "H", "C", "H", "O", "C", "C", "H", "H", "C", "H", "C", "H", "H", "H", "H", "H", "H", "C", "H", "H", "C", "H", "C", "H", "H", "H", "C", "C", "H", "C", "C", "H", "C", "C", "N", "C", "C", "H"], "xyz": [[3.0329, 0.2429, 1.2340], [3.4701, 0.8239, -0.0957], [-6.8912, -1.6817, -1.7348], [6.2818, 0.5192, -0.7902], [1.8755, -4.1004, -1.4202], [0.3834, -1.9466, 0.0893], [1.2410, -3.3553, 1.8195], [0.7991, -3.2415, 0.6965], [-4.0389, -1.2794, 1.3080], [3.3290, 3.7179, -0.0449], [4.9816, 3.9026, -0.8500], [-4.8385, 0.9263, -0.5479], [-7.9325, 1.9969, 0.2521], [1.3716, -0.9536, -2.2482], [3.1635, -3.8934, 0.3613], [-3.1602, 2.3186, -0.0793], [2.0850, -0.5458, 1.0122], [-3.4438, 1.0897, 0.1123], [-3.5975, 1.0905, 2.1392], [-3.0392, -1.0402, 1.5132], [-2.7487, 0.5578, -0.9988], [-2.3278, -2.3062, -0.5363], [5.7940, 1.3609, -1.0914], [1.8830, -0.4999, -1.2380], [5.5792, 1.4670, 1.5982], [3.7391, 2.9608, -1.7753], [-2.1023, -1.6664, 0.5860], [3.0311, 0.9697, -2.3608], [-5.7765, 1.5771, 0.2557], [6.7216, 2.0562, -1.2578], [-2.0376, 0.9787, 1.6699], [0.3170, -4.2099, 0.4521], [4.5691, 2.7685, 1.7074], [-4.5136, -1.1316, -1.3653], [-0.0645, -2.1701, -0.9312], [5.3025, 2.3735, 0.9777], [-8.5559, 0.0273, -0.8165], [-5.5031, 2.6211, 0.6657], [-7.5014, 0.3632, -0.7200], [2.6399, -4.1230, -1.9855], [2.0263, -3.6776, 0.0900], [3.7333, 0.5189, 2.0248], [6.0949, 3.0523, 0.8806], [-2.6562, -1.1867, 2.3877], [2.8012, 0.6790, -1.2734], [-7.2329, 1.3067, 0.1059], [-0.5152, -1.1158, 2.0101], [1.4015, -0.9703, -0.1074], [-2.9864, 0.5365, 1.2311], [1.9162, -1.0804, 2.1421], [-6.5638, -0.8466, -1.1817], [4.6698, 1.7552, -0.4217], [-0.7515, -1.5856, 0.7355], [-5.1476, -0.3642, -1.0005], [4.2677, 3.2831, -0.9819], [5.4249, 1.1308, -2.2034]], "homo_lumo_gap_ev": 9.02, "homo_ev": -8.75}

Version B
{"formula": "C23H29NO3", "method": "wB97M-V/def2-TZVPD", "elements": ["H", "C", "C", "C", "H", "H", "C", "H", "C", "H", "H", "C", "H", "C", "H", "H", "H", "H", "H", "C", "H", "H", "C", "H", "C", "C", "O", "C", "H", "O", "C", "C", "H", "C", "H", "H", "H", "H", "H", "C", "C", "H", "H", "H", "H", "C", "H", "C", "H", "C", "C", "O", "C", "H", "N", "C"], "xyz": [[3.2542, -3.3760, -1.6795], [-2.4786, -1.9457, 0.2665], [-2.9700, -0.9577, -0.7499], [-1.2275, 0.7787, 3.2610], [2.6144, 0.0572, 0.7570], [-1.5599, -0.0811, 2.6792], [-2.3068, 2.6289, 1.8195], [-0.8862, 0.9532, 0.5812], [3.8962, -2.5002, -1.7093], [-3.0173, 3.4542, 1.8931], [2.4847, 3.6015, 3.1361], [0.7654, 2.3372, 3.2414], [5.3708, -0.6885, -3.0540], [-1.9726, 0.1732, -1.0508], [4.9011, -2.8236, -1.9725], [3.9249, -2.0657, -0.7120], [0.2584, 2.9771, 3.9488], [-1.1712, 0.4599, 4.3066], [4.0950, 0.4378, -3.5011], [3.3901, -1.4674, -2.7264], [-1.0639, -2.3696, -1.7866], [-3.2541, 1.4801, 3.3729], [0.3968, 0.6620, -1.6533], [-1.3187, 3.0346, 1.5932], [-2.2681, 1.9026, 3.1693], [2.0234, 2.6892, 2.7858], [-3.0535, -3.1458, 0.1041], [0.9699, -1.9551, -2.2261], [-2.4416, 0.7973, -1.8277], [-3.9078, 1.7415, 0.2489], [2.1008, 0.7034, 1.4539], [0.8410, 0.3533, 1.9088], [0.1831, 1.6998, -1.4409], [0.1509, 1.1705, 2.8001], [0.3923, -0.5735, 1.5803], [2.6807, -2.9721, -4.1358], [-2.7581, -3.7618, 0.7932], [2.4187, 1.0789, -2.1113], [2.9459, -1.3811, -4.8452], [2.6925, 1.8777, 1.8847], [-0.3097, -1.5998, -1.8413], [-3.2615, -1.4836, -1.6583], [-3.8668, -0.4808, -0.3389], [-2.0674, 2.6494, 3.9411], [3.6729, 2.1575, 1.5278], [1.9947, -1.0190, -2.3233], [4.4856, 0.1634, -1.7942], [4.3913, -0.3097, -2.7690], [4.3226, -2.4099, -4.4387], [-2.7645, 1.7517, 0.6662], [-0.6151, -0.2830, -1.5308], [-1.6866, -1.7346, 1.1476], [3.3285, -2.1001, -4.1237], [1.1642, -2.9933, -2.4498], [-1.7765, 1.0235, 0.1102], [1.6743, 0.3031, -2.0400]], "homo_lumo_gap_ev": 9.55, "homo_ev": -8.94, "smiles": "CC(C)(C)c1ccc([C@@H](CC(=O)O)NC(=O)CCCc2ccccc2)cc1"}

Version C
{"formula": "C23H29NO3", "method": "wB97M-V/def2-TZVPD", "elements": ["C", "H", "C", "H", "O", "H", "C", "C", "H", "N", "C", "C", "H", "H", "C", "C", "C", "H", "C", "C", "H", "H", "H", "H", "C", "H", "O", "C", "H", "C", "H", "O", "C", "H", "H", "H", "H", "C", "C", "H", "C", "H", "C", "H", "H", "H", "C", "H", "H", "H", "H", "H", "H", "C", "C", "C"], "xyz": [[5.5537, -1.0992, 0.1068], [-5.5986, 1.6144, -1.1583], [-3.2569, 1.4112, 0.1029], [-2.7027, -3.1349, 2.1531], [-3.7864, -2.1175, 0.7033], [-7.9996, 0.9870, -1.3929], [1.7708, -0.8505, -2.1547], [3.2721, -0.0953, -0.3405], [8.4437, 0.3297, 1.1207], [1.0896, -0.3661, 0.8759], [-6.0682, 0.9299, -0.4365], [6.8793, -0.9897, 0.4893], [-3.8149, 2.2785, -0.2114], [-1.4464, 2.5301, 0.3566], [2.7551, 1.1414, -1.0977], [-3.1017, -0.9414, 0.6196], [2.5204, -0.2898, 0.9978], [-1.1869, -1.6219, 1.2711], [6.5971, 1.3636, 0.7843], [5.2725, 1.2522, 0.4018], [2.8604, -2.1987, -0.8209], [0.6389, 0.8909, -1.5084], [-6.9311, -0.2953, -1.9849], [1.6092, 1.1800, -2.9419], [-3.1008, -3.2621, 1.1405], [6.9959, 2.3303, 1.0552], [0.7016, 1.7525, 1.5622], [0.2832, 0.6972, 1.1229], [4.6522, 2.1345, 0.3891], [-7.2588, 0.2476, -1.1026], [2.4321, 1.9244, -0.4146], [-5.1602, -0.1103, -0.1003], [-1.9161, 1.5607, 0.4172], [7.4992, -1.8738, 0.5280], [3.8652, -1.3408, -1.9910], [2.7307, 0.5637, 1.6475], [0.8792, -1.3809, -1.8159], [-1.1558, 0.4732, 0.8114], [7.4088, 0.2434, 0.8242], [-2.2844, -3.5303, 0.4604], [-3.8692, 0.1708, 0.1925], [2.8879, -1.2009, 1.4836], [1.5957, 0.6670, -1.9807], [5.1609, -2.0739, -0.1402], [-5.6426, 2.1357, 1.3163], [-7.0004, 1.0256, 1.5006], [3.0028, -1.2447, -1.3295], [0.7128, -1.1549, 0.3781], [-3.8390, -4.0625, 1.1441], [-7.1879, 2.4977, 0.5352], [1.9153, -1.1130, -3.2027], [-7.7082, -0.4592, -0.4106], [3.5601, 1.5329, -1.7219], [-6.5015, 1.7015, 0.8103], [-1.7621, -0.7815, 0.9148], [4.7339, 0.0217, 0.0408]], "homo_lumo_gap_ev": 8.78, "homo_ev": -8.18, "smiles": "COc1cc(C(=O)NCC2(c3ccccc3)CCCC2)ccc1OC(C)C"}

On energetic grounds, version B is preferred over the next structure by 0.0595 hartree.